(1)
ORCA calculation (ωB97M-V/def2-TZVPD) on a 2-piece molecular cluster, C6H12FN2O2S overall.

CARTESIAN COORDINATES (ANGSTROEM)
1 C -0.8628 -1.0138 0.1375
2 C -0.4842 1.3568 -0.0948
3 C 0.7203 -0.1012 -1.5629
4 C 0.1709 -0.9020 1.2219
5 C 0.9371 1.3592 0.5979
6 C -0.6460 0.0864 -0.8269
7 N 1.6267 -0.4165 -0.5271
8 N 1.2426 -0.0180 0.6927
9 O 5.6912 -0.1040 -0.1598
10 O 3.3777 0.4498 -0.7707
11 F 3.7132 -1.7909 -0.0188
12 S 4.3615 -0.1647 0.2666
13 H -1.0062 -2.0035 -0.5482
14 H -1.8769 -0.9177 0.6053
15 H -1.3991 1.4573 0.5706
16 H -0.5524 2.2826 -0.6878
17 H 0.7397 -0.9441 -2.2250
18 H 1.0439 0.8271 -2.0712
19 H -0.1839 -0.5893 2.2460
20 H 0.6867 -1.8452 1.2969
21 H 1.6651 1.8968 -0.1166
22 H 1.1499 1.8875 1.5336
23 H -1.4088 0.0008 -1.6524
24 H 2.0583 -1.3743 -0.6215

Properties
E_HOMO (spin up / spin down) in eV: -14.31 / -14.25
ΔE to the lowest compared entry with this formula, charge and spin in eV: 5.321
Kohn-Sham gap (spin up / spin down) in eV: 6.87 / 7.14
Total charge: +1

Here are the Mulliken charges for atoms 1 to 8, given in e: atom 1 (C): -0.647, atom 2 (C): -0.773, atom 3 (C): -0.846, atom 4 (C): -0.632, atom 5 (C): -0.566, atom 6 (C): 0.147, atom 7 (N): -0.114, atom 8 (N): 0.215



(2)
ORCA calculation (ωB97M-V/def2-TZVPD) on C6H12I2O4P2 as an isolated structure.

CARTESIAN COORDINATES (ANGSTROEM)
1 C 3.2362 -0.8171 1.4979
2 C 3.1053 0.1104 0.1721
3 P 1.4232 1.0005 0.3869
4 C 0.9692 1.7495 -1.2795
5 O 0.3478 -0.2667 0.8669
6 P -0.3202 -1.1046 -0.4301
7 O 0.7708 -1.6104 -1.3646
8 O -1.1108 -2.4522 0.2252
9 O -1.4823 -0.2355 -1.3042
10 C -2.8167 -0.5881 -0.9452
11 I -3.9210 -2.2507 -1.8362
12 C -3.4758 0.2173 0.0180
13 C -2.7107 1.4383 0.6928
14 I -5.5357 -0.1988 0.6227
15 H 2.8993 -1.8746 1.2416
16 H 4.2988 -0.7975 1.8853
17 H 2.5374 -0.4517 2.3190
18 H 3.1101 -0.5097 -0.7807
19 H 3.9417 0.8748 0.2058
20 H 0.9531 1.0051 -2.1348
21 H 0.0082 2.3648 -1.2022
22 H 1.7930 2.5134 -1.5153
23 H -0.5636 -3.2456 0.0543
24 H -2.4424 2.2473 -0.0669
25 H -3.2876 1.8413 1.5801
26 H -1.7272 1.0405 1.0911

Properties
E_HOMO in eV: -8.72
Kohn-Sham gap in eV: 8.51
Total charge: 0

Here are the Mulliken charges for atoms 1 to 8, given in e: atom 1 (C): -0.872, atom 2 (C): -0.463, atom 3 (P): 0.051, atom 4 (C): -0.881, atom 5 (O): -0.339, atom 6 (P): 1.047, atom 7 (O): -0.643, atom 8 (O): -0.504



(3)
ORCA calculation (ωB97M-V/def2-TZVPD) on a 2-piece molecular cluster, C6H12INO overall.

CARTESIAN COORDINATES (ANGSTROEM)
1 C -1.1773 -0.7331 0.4741
2 C 2.7105 1.5519 -1.9243
3 C 0.3265 -0.5386 0.4508
4 C 2.2898 0.3645 -0.9633
5 C 0.8354 0.1471 -0.7960
6 C -3.1737 -0.9599 1.5975
7 N -1.8273 -0.9599 1.5134
8 O -3.6598 -1.5268 2.7465
9 I -4.6441 -1.1400 0.0298
10 H -1.6231 -0.3376 -0.4839
11 H 3.7937 1.6747 -2.1519
12 H 2.1630 1.6490 -2.9226
13 H 2.2995 2.4290 -1.3523
14 H 0.8557 -1.5349 0.6237
15 H 0.5938 0.0197 1.4315
16 H 2.5329 0.6819 -0.0210
17 H 2.8356 -0.4761 -1.2622
18 H 0.4935 -0.4850 -1.6033
19 H 0.3699 1.1664 -0.9502
20 H -3.0709 0.8512 2.2057
21 H -2.9236 -1.8434 3.3579

Properties
E_HOMO (spin up / spin down) in eV: -6.72 / -9.95
Kohn-Sham gap (spin up / spin down) in eV: 6.80 / 8.50
Total charge: 0
⟨S²⟩: 2.02
Multiplicity: 3

Here are the Mulliken charges for atoms 1 to 8, given in e: atom 1 (C): -0.311, atom 2 (C): -1.121, atom 3 (C): -0.263, atom 4 (C): -0.660, atom 5 (C): -0.504, atom 6 (C): 0.168, atom 7 (N): -0.299, atom 8 (O): -0.455



(4)
ORCA calculation (ωB97M-V/def2-TZVPD) on C6H12MgO6 as an isolated structure.

CARTESIAN COORDINATES (ANGSTROEM)
1 Mg -0.5320 -35.6936 5.7368
2 O -2.0360 -36.9587 3.1280
3 C -2.9757 -36.1533 2.4474
4 C -3.0340 -34.6146 2.5142
5 O -2.5981 -34.1162 3.7933
6 H -3.9340 -36.5837 2.7382
7 H -2.9555 -36.3740 1.3801
8 H -4.0450 -34.3008 2.2545
9 H -2.3566 -34.1232 1.8159
10 O -0.6168 -40.5976 7.9881
11 C -1.0415 -40.2094 9.3412
12 C -1.5233 -38.7491 9.7174
13 O -1.3587 -37.4443 9.0743
14 H -0.2735 -40.4927 10.0609
15 H -1.8625 -40.8612 9.6400
16 H -1.3752 -38.6171 10.7892
17 H -2.6073 -38.7775 9.6065
18 O 3.3509 -35.7976 5.3842
19 C 4.5433 -36.3483 4.8357
20 C 4.6473 -37.9296 4.6082
21 O 4.0406 -38.6239 3.5763
22 H 5.3642 -36.0266 5.4766
23 H 4.7246 -35.7681 3.9310
24 H 4.5887 -38.4882 5.5423
25 H 5.7242 -38.0448 4.4850

Properties
E_HOMO in eV: 5.03
ΔE to the lowest compared entry with this formula, charge and spin in eV: 1.072
Kohn-Sham gap in eV: 2.79
Total charge: -4

Here are the Mulliken charges for atoms 1 to 8, given in e: atom 1 (Mg): 1.035, atom 2 (O): -0.732, atom 3 (C): -0.485, atom 4 (C): -0.385, atom 5 (O): -0.815, atom 6 (H): 0.213, atom 7 (H): 0.215, atom 8 (H): 0.186



(5)
ORCA calculation (ωB97M-V/def2-TZVPD) on a 2-piece molecular cluster, C6H12N overall.

CARTESIAN COORDINATES (ANGSTROEM)
1 C -2.3436 0.7576 -1.4121
2 C 0.2987 -1.7828 0.8071
3 C -1.3055 1.3397 -1.4660
4 C 1.9217 0.2111 -1.1390
5 C -0.7292 0.2384 1.6209
6 C 1.0229 0.4690 0.0054
7 N 0.3532 -0.2735 0.8138
8 H -3.2509 0.3512 -1.3075
9 H -0.6288 -2.0552 1.1781
10 H 0.4086 -2.1055 -0.1187
11 H 1.0411 -2.2001 1.4911
12 H -0.5485 1.9949 -1.5679
13 H 2.6352 0.8985 -1.3293
14 H 1.0939 0.2546 -1.9672
15 H 2.2285 -0.7757 -1.2740
16 H -1.6476 0.4212 1.0076
17 H -0.4254 1.1773 2.1807
18 H -1.0328 -0.4731 2.3086
19 H 0.9083 1.5526 0.1684

Properties
E_HOMO in eV: -14.70
ΔE to the lowest compared entry with this formula, charge and spin in eV: 3.757
Kohn-Sham gap in eV: 10.55
Total charge: +1

Here are the Mulliken charges for atoms 1 to 8, given in e: atom 1 (C): -0.682, atom 2 (C): -1.165, atom 3 (C): -0.373, atom 4 (C): -1.218, atom 5 (C): -0.905, atom 6 (C): 0.131, atom 7 (N): 0.175, atom 8 (H): 0.468



(6)
ORCA calculation (ωB97M-V/def2-TZVPD) on an isolated ion of composition C6H12N and charge +1.

CARTESIAN COORDINATES (ANGSTROEM)
1 C 0.5970 1.2582 1.2219
2 C 1.1989 2.3430 0.8438
3 C 1.1702 -0.1432 0.9147
4 C 0.3791 -0.6309 -0.2680
5 C -2.0396 -1.2239 -0.9865
6 C -0.8457 -1.4005 0.0101
7 N 0.7330 0.0630 -1.3173
8 H -0.3139 1.2426 1.8293
9 H 0.7990 3.2874 0.9906
10 H 2.3093 0.0873 0.8289
11 H 1.0130 -0.9551 1.6785
12 H -2.9623 -1.5780 -0.5944
13 H -1.9007 -1.9530 -1.7869
14 H -2.0593 -0.2077 -1.2530
15 H -0.4749 -2.3714 0.1673
16 H -1.1527 -1.1164 1.0884
17 H 1.3588 0.8623 -1.2946
18 H 0.2037 0.0667 -2.1978
19 H 1.9869 2.3697 0.1251

Properties
E_HOMO in eV: -14.52
SMILES: C=CCC(=[NH2+])CC
ΔE to the lowest compared entry with this formula, charge and spin in eV: 1.633
Kohn-Sham gap in eV: 9.84
Total charge: +1

Here are the Mulliken charges for atoms 1 to 8, given in e: atom 1 (C): 0.149, atom 2 (C): -0.874, atom 3 (C): -1.021, atom 4 (C): 0.744, atom 5 (C): -1.375, atom 6 (C): -0.425, atom 7 (N): -0.260, atom 8 (H): 0.312



(7)
ORCA calculation (ωB97M-V/def2-TZVPD) on a 2-piece molecular cluster, C6H12N overall.

CARTESIAN COORDINATES (ANGSTROEM)
1 C -1.6464 0.4881 -0.9552
2 C -0.1625 0.9874 -1.0656
3 C 0.8661 -0.0843 -0.7700
4 C 0.7850 -0.7866 0.6373
5 C 0.5788 -2.2206 0.6910
6 C 1.0528 0.3201 1.5191
7 N -0.3835 0.2940 1.5136
8 H -2.2468 0.7471 -1.8425
9 H -1.6285 -0.5944 -0.7480
10 H -2.1593 1.0435 -0.0620
11 H 0.2522 1.3379 -2.0781
12 H -0.1029 1.9271 -0.3809
13 H 0.8793 -0.8420 -1.5405
14 H 1.8252 0.5039 -0.8119
15 H 0.6014 -2.9573 -0.1110
16 H 0.7468 -2.6858 1.6326
17 H 1.5562 0.2858 2.4665
18 H 0.1372 2.7605 -0.0980
19 H -0.9511 -0.5242 2.0037

Properties
E_HOMO in eV: -12.22
ΔE to the lowest compared entry with this formula, charge and spin in eV: 11.244
Kohn-Sham gap in eV: 5.16
Total charge: +1

Here are the Mulliken charges for atoms 1 to 8, given in e: atom 1 (C): -0.942, atom 2 (C): 0.256, atom 3 (C): -0.881, atom 4 (C): 0.851, atom 5 (C): -0.782, atom 6 (C): -0.762, atom 7 (N): -0.302, atom 8 (H): 0.338



(8)
ORCA calculation (ωB97M-V/def2-TZVPD) on an isolated ion of composition C6H12N and charge +1.

CARTESIAN COORDINATES (ANGSTROEM)
1 C 0.4163 -0.5877 -0.1605
2 C 0.2835 0.1030 1.4179
3 C -0.5824 -0.4352 2.4323
4 C -2.0870 -0.4325 2.2536
5 C 1.1791 -0.8323 -2.3149
6 C 0.6604 1.4486 -1.5677
7 N 0.6538 0.0351 -1.2429
8 H 1.3149 -0.0436 1.5350
9 H -0.1546 0.9813 0.9289
10 H -0.1474 -1.0201 3.1353
11 H -2.4366 0.5847 2.2692
12 H -2.4002 -1.0722 3.0079
13 H -2.3482 -0.7273 1.2478
14 H 0.5304 -1.6976 -2.5582
15 H 1.1248 -0.2711 -3.2242
16 H 2.1139 -1.2553 -2.1409
17 H 0.1721 1.9420 -0.7554
18 H 1.5912 1.8754 -1.8301
19 H 0.1161 1.4047 -2.4332

Properties
E_HOMO (spin up / spin down) in eV: -12.75 / -13.70
ΔE to the lowest compared entry with this formula, charge and spin in eV: 5.567
Kohn-Sham gap (spin up / spin down) in eV: 7.07 / 8.95
Total charge: +1

Here are the Mulliken charges for atoms 1 to 8, given in e: atom 1 (C): 0.057, atom 2 (C): -0.206, atom 3 (C): -0.301, atom 4 (C): -1.069, atom 5 (C): -0.847, atom 6 (C): -0.878, atom 7 (N): 0.029, atom 8 (H): 0.357



Number 1: largest force on an atom 4.0 eV/A. Number 2: largest force on an atom 4.2 eV/A. Number 3: largest force on an atom 5.0 eV/A. Number 4: largest force on an atom 4.3 eV/A. Number 5: largest force on an atom 5.6 eV/A. Number 6: largest force on an atom 3.8 eV/A. Number 7: largest force on an atom 6.4 eV/A. Number 8: largest force on an atom 4.7 eV/A.